# 1
{
  "formula": "C40H59EuN5O11S",
  "method": "ωB97M-V/def2-TZVPD",
  "symbols": ["Eu", "C", "N", "C", "C", "C", "N", "C", "C", "C", "C", "C", "C", "C", "O", "C", "C", "C", "C", "C", "C", "C", "C", "C", "C", "C", "C", "C", "C", "C", "O", "C", "C", "C", "C", "C", "C", "C", "C", "H", "H", "H", "H", "H", "H", "H", "H", "H", "H", "H", "H", "H", "H", "H", "H", "H", "H", "H", "H", "H", "H", "H", "H", "H", "H", "H", "H", "H", "H", "H", "H", "H", "H", "H", "H", "H", "H", "H", "H", "H", "H", "H", "H", "H", "H", "H", "H", "H", "H", "H", "H", "H", "H", "O", "S", "O", "O", "O", "C", "C", "N", "C", "C", "N", "C", "O", "O", "C", "O", "O", "H", "H", "H", "H", "H", "O", "N"],
  "coordinates": [[-0.156, -0.012, 0.810], [0.049, 2.892, -0.376], [1.149, 2.274, 0.390], [1.447, 3.060, 1.591], [2.384, 2.183, -0.400], [2.277, 1.251, -1.608], [1.754, -0.081, -1.274], [1.183, -0.659, -2.515], [0.714, -2.086, -2.405], [1.080, -3.026, -3.350], [0.595, -4.324, -3.296], [-0.167, -4.680, -2.185], [-0.535, -3.783, -1.197], [-0.165, -2.425, -1.356], [-0.618, -1.471, -0.573], [-1.248, -4.205, 0.080], [-2.602, -3.498, 0.228], [-1.505, -5.718, 0.138], [-0.343, -3.832, 1.270], [0.843, -5.343, -4.402], [1.575, -6.573, -3.848], [-0.515, -5.769, -4.982], [1.681, -4.779, -5.554], [2.852, -0.957, -0.811], [3.527, -0.536, 0.468], [4.851, -0.122, 0.454], [5.516, 0.220, 1.622], [4.815, 0.057, 2.816], [3.517, -0.406, 2.891], [2.801, -0.654, 1.682], [1.547, -1.019, 1.653], [2.845, -0.645, 4.237], [1.663, 0.317, 4.379], [2.343, -2.094, 4.295], [3.769, -0.420, 5.440], [6.940, 0.755, 1.666], [7.631, 0.726, 0.300], [7.790, -0.086, 2.631], [6.907, 2.210, 2.157], [0.456, 3.623, -1.104], [-0.616, 3.415, 0.320], [-0.331, 1.869, -2.078], [1.745, 4.087, 1.335], [2.263, 2.584, 2.134], [0.575, 3.077, 2.241], [3.166, 1.807, 0.264], [2.684, 3.182, -0.764], [3.284, 1.159, -2.048], [1.629, 1.709, -2.361], [1.934, -0.602, -3.322], [0.321, -0.047, -2.795], [1.741, -2.719, -4.145], [-0.490, -5.704, -2.096], [-3.192, -3.610, -0.680], [-2.473, -2.436, 0.428], [-3.153, -3.929, 1.063], [-2.178, -6.029, -0.658], [-1.976, -5.961, 1.090], [-0.578, -6.285, 0.068], [-0.252, -2.741, 1.368], [0.654, -4.252, 1.136], [-0.767, -4.222, 2.194], [0.978, -7.085, -3.099], [2.517, -6.277, -3.392], [1.789, -7.275, -4.653], [-1.146, -6.214, -4.218], [-0.378, -6.497, -5.782], [-1.035, -4.904, -5.388], [2.681, -4.515, -5.220], [1.209, -3.903, -5.990], [1.778, -5.530, -6.336], [3.615, -1.040, -1.607], [2.414, -1.948, -0.649], [5.361, -0.078, -0.498], [5.317, 0.301, 3.736], [0.974, 0.196, 3.545], [2.010, 1.349, 4.394], [1.114, 0.128, 5.300], [1.643, -2.276, 3.484], [1.839, -2.280, 5.243], [3.178, -2.787, 4.204], [4.083, 0.619, 5.510], [4.648, -1.059, 5.398], [3.220, -0.661, 6.350], [7.677, -0.288, -0.090], [8.650, 1.098, 0.399], [7.111, 1.356, -0.417], [7.813, -1.123, 2.305], [7.392, -0.056, 3.640], [8.813, 0.289, 2.661], [6.362, 2.832, 1.450], [7.918, 2.601, 2.257], [6.411, 2.282, 3.121], [-0.675, 1.320, 2.687], [-2.045, 0.863, 2.428], [-3.003, 1.215, 3.416], [-2.257, 1.763, 1.064], [-1.963, -0.542, 2.057], [0.141, 2.948, -4.937], [-0.413, 2.665, -3.574], [-0.699, 1.839, -1.073], [-2.108, 2.048, -1.270], [-2.565, 2.536, -2.438], [-1.698, 2.852, -3.493], [-4.028, 2.796, -2.963], [-4.992, 2.430, -2.274], [-4.058, 3.351, -4.063], [-2.947, 1.408, -0.143], [-4.222, 1.784, -0.002], [-2.867, 0.007, -0.342], [0.840, 3.782, -4.869], [-0.624, 3.181, -5.688], [0.708, 2.077, -5.261], [-2.296, 3.199, -4.276], [-4.644, 2.014, -0.932], [-2.648, -1.310, -2.152], [-2.074, -0.445, -1.591]],
  "lowdin_charge": [1.967, -0.190, -0.254, -0.080, -0.171, -0.165, -0.169, -0.128, -0.137, 0.015, -0.171, 0.020, -0.076, -0.283, -0.332, -0.517, -0.031, -0.068, -0.032, -0.557, -0.050, -0.047, -0.073, -0.121, -0.150, -0.008, -0.180, 0.008, -0.086, -0.302, -0.263, -0.531, -0.041, -0.035, -0.069, -0.558, -0.070, -0.052, -0.046, 0.131, 0.133, 0.026, 0.095, 0.084, 0.071, 0.100, 0.129, 0.130, 0.082, 0.128, 0.108, 0.102, 0.094, 0.090, 0.049, 0.087, 0.083, 0.080, 0.082, 0.041, 0.096, 0.088, 0.074, 0.087, 0.078, 0.075, 0.079, 0.090, 0.082, 0.082, 0.079, 0.130, 0.131, 0.104, 0.089, 0.037, 0.087, 0.092, 0.068, 0.082, 0.089, 0.080, 0.082, 0.081, 0.085, 0.080, 0.079, 0.089, 0.071, 0.078, 0.084, 0.079, 0.077, -0.411, 0.436, -0.219, -0.181, -0.364, -0.091, -0.108, -0.056, -0.104, -0.040, 0.066, -0.586, 0.029, 0.002, -0.592, 0.083, -0.059, 0.069, 0.069, 0.066, 0.126, 0.061, 0.109, 0.020],
  "charge": -1,
  "multiplicity": 7,
  "homo_lumo_gap_ev": [7.7455, 7.7380]
}



# 2
{
  "formula": "C40H59F21O20S3",
  "method": "ωB97M-V/def2-TZVPD",
  "symbols": ["C", "C", "C", "S", "O", "O", "C", "H", "H", "H", "H", "H", "H", "H", "H", "C", "C", "C", "S", "O", "O", "C", "H", "H", "H", "H", "H", "H", "H", "H", "C", "C", "C", "S", "O", "O", "C", "H", "H", "H", "H", "H", "H", "H", "H", "C", "C", "O", "C", "O", "C", "F", "F", "F", "H", "H", "H", "H", "H", "C", "C", "O", "C", "O", "C", "F", "F", "F", "H", "H", "H", "H", "H", "C", "C", "O", "C", "O", "C", "F", "F", "F", "H", "H", "H", "H", "H", "C", "C", "O", "C", "O", "C", "F", "F", "F", "H", "H", "H", "H", "H", "C", "C", "O", "C", "O", "C", "F", "F", "F", "H", "H", "H", "H", "H", "C", "C", "O", "C", "O", "C", "F", "F", "F", "H", "H", "H", "H", "H", "C", "C", "O", "C", "O", "C", "F", "F", "F", "H", "H", "H", "H", "H"],
  "coordinates": [[4.394, 4.686, 1.517], [4.033, 5.318, 2.891], [2.596, 4.859, 3.103], [1.948, 5.355, 1.450], [1.436, 6.690, 1.590], [0.984, 4.385, 0.942], [3.481, 5.337, 0.486], [4.225, 3.622, 1.504], [5.403, 4.866, 1.260], [4.107, 6.392, 3.054], [4.724, 4.900, 3.641], [1.981, 5.451, 3.799], [2.468, 3.752, 3.087], [3.569, 6.352, 0.098], [3.310, 4.664, -0.368], [3.641, 1.779, -4.518], [2.511, 0.726, -4.421], [3.120, -0.655, -4.463], [4.785, -0.453, -3.734], [5.765, -0.664, -4.781], [4.957, -1.215, -2.497], [4.724, 1.372, -3.504], [3.225, 2.757, -4.254], [4.043, 1.948, -5.547], [1.792, 0.855, -5.237], [1.912, 0.758, -3.518], [3.382, -1.122, -5.455], [2.589, -1.379, -3.930], [5.728, 1.750, -3.596], [4.512, 1.498, -2.425], [-0.391, 0.163, 0.374], [0.499, -0.616, -0.676], [1.926, -0.434, -0.242], [2.017, 1.227, 0.413], [2.883, 1.937, -0.542], [2.423, 1.340, 1.783], [0.274, 1.566, 0.362], [-0.196, -0.343, 1.374], [-1.432, 0.192, 0.027], [0.312, -0.110, -1.611], [0.299, -1.681, -0.603], [2.765, -0.542, -0.993], [2.115, -1.109, 0.585], [0.121, 2.189, -0.556], [0.036, 2.177, 1.254], [-1.645, -1.049, -7.438], [-1.653, -1.168, -5.970], [-1.819, 0.207, -5.512], [-1.754, 0.418, -4.201], [-1.701, -0.408, -3.345], [-1.724, 1.894, -3.837], [-1.459, 1.995, -2.574], [-0.662, 2.440, -4.546], [-2.749, 2.601, -4.192], [-1.492, -1.993, -7.821], [-0.750, -0.550, -7.793], [-2.587, -0.760, -7.952], [-0.735, -1.530, -5.572], [-2.471, -1.820, -5.492], [-0.253, -1.947, 4.195], [0.622, -2.899, 3.510], [-0.097, -4.145, 3.123], [-0.092, -4.572, 1.880], [0.439, -4.056, 0.952], [-0.856, -5.944, 1.756], [-2.058, -5.963, 2.332], [-0.993, -6.335, 0.508], [-0.176, -6.904, 2.452], [-1.036, -1.536, 3.574], [0.327, -1.041, 4.339], [-0.597, -2.236, 5.123], [1.340, -3.356, 4.161], [1.193, -2.645, 2.645], [-5.054, 0.350, 5.924], [-3.976, -0.256, 5.134], [-3.907, 0.484, 3.824], [-3.171, 1.562, 3.795], [-2.365, 1.880, 4.619], [-3.303, 2.360, 2.530], [-3.570, 3.652, 2.920], [-2.177, 2.346, 1.782], [-4.228, 1.913, 1.675], [-5.048, -0.125, 6.934], [-5.959, 0.287, 5.397], [-4.784, 1.399, 6.169], [-4.123, -1.309, 4.805], [-2.996, -0.179, 5.578], [5.668, -1.895, 1.756], [5.671, -1.650, 3.230], [5.096, -0.226, 3.449], [3.832, -0.157, 3.817], [3.001, -1.054, 3.792], [3.492, 1.251, 4.422], [3.765, 1.349, 5.750], [4.242, 2.142, 3.750], [2.229, 1.603, 4.164], [5.898, -2.940, 1.499], [6.462, -1.282, 1.369], [4.658, -1.748, 1.395], [6.667, -1.587, 3.652], [4.992, -2.372, 3.709], [-4.157, -2.144, 1.121], [-5.633, -2.619, 1.162], [-5.790, -3.355, 2.389], [-6.265, -2.667, 3.420], [-6.460, -1.494, 3.532], [-6.556, -3.525, 4.598], [-7.781, -3.290, 5.019], [-6.519, -4.878, 4.425], [-5.693, -3.255, 5.607], [-3.997, -1.501, 0.244], [-3.408, -2.975, 1.148], [-4.017, -1.502, 2.010], [-5.780, -3.296, 0.348], [-6.219, -1.739, 1.253], [-0.863, 7.281, -0.726], [-1.431, 6.122, 0.081], [-2.901, 5.961, -0.356], [-3.266, 4.856, -0.927], [-2.589, 3.873, -1.141], [-4.746, 4.862, -1.410], [-5.469, 5.678, -0.639], [-4.680, 5.409, -2.698], [-5.349, 3.662, -1.522], [0.116, 7.569, -0.326], [-1.474, 8.176, -0.611], [-0.802, 7.017, -1.778], [-1.420, 6.327, 1.164], [-0.889, 5.186, -0.082], [1.782, -8.097, -4.928], [1.865, -6.571, -5.057], [0.850, -6.073, -4.137], [0.206, -4.969, -4.466], [0.542, -4.221, -5.402], [-1.090, -4.750, -3.622], [-1.924, -5.758, -3.881], [-0.885, -4.783, -2.315], [-1.771, -3.612, -4.008], [0.801, -8.435, -5.230], [2.091, -8.365, -3.935], [2.432, -8.599, -5.675], [1.670, -6.164, -6.109], [2.901, -6.373, -4.810]],
  "lowdin_charge": [-0.203, -0.216, -0.188, 0.695, -0.331, -0.339, -0.197, 0.100, 0.102, 0.118, 0.113, 0.114, 0.085, 0.107, 0.098, -0.195, -0.218, -0.217, 0.692, -0.346, -0.353, -0.203, 0.112, 0.131, 0.114, 0.102, 0.124, 0.070, 0.095, 0.085, -0.159, -0.208, -0.226, 0.693, -0.344, -0.304, -0.243, 0.127, 0.114, 0.088, 0.107, 0.111, 0.090, 0.116, 0.085, -0.064, -0.195, 0.030, -0.402, 0.167, -0.581, 0.188, 0.111, 0.223, 0.049, 0.091, 0.106, 0.104, 0.150, -0.043, -0.162, 0.034, -0.408, 0.154, -0.530, 0.159, 0.183, 0.130, 0.076, 0.085, 0.064, 0.124, 0.095, -0.057, -0.170, 0.023, -0.444, 0.167, -0.488, 0.142, 0.147, 0.167, 0.109, 0.061, 0.102, 0.117, 0.113, -0.061, -0.119, 0.030, -0.393, 0.112, -0.512, 0.155, 0.136, 0.134, 0.095, 0.082, 0.075, 0.121, 0.121, -0.040, -0.152, 0.047, -0.415, 0.175, -0.532, 0.191, 0.142, 0.151, 0.082, 0.087, 0.063, 0.122, 0.110, -0.060, -0.118, 0.044, -0.420, 0.118, -0.470, 0.162, 0.102, 0.158, 0.064, 0.080, 0.081, 0.128, 0.085, -0.066, -0.178, 0.031, -0.341, 0.102, -0.505, 0.164, 0.185, 0.120, 0.073, 0.074, 0.091, 0.147, 0.119],
  "charge": 0,
  "homo_lumo_gap_ev": 10.5295
}



# 3
{
  "formula": "C40H60O30",
  "method": "ωB97M-V/def2-TZVPD",
  "symbols": ["C", "C", "C", "O", "C", "O", "O", "H", "H", "H", "H", "H", "H", "C", "C", "C", "O", "C", "O", "O", "H", "H", "H", "H", "H", "H", "C", "C", "C", "O", "C", "O", "O", "H", "H", "H", "H", "H", "H", "C", "C", "C", "O", "C", "O", "O", "H", "H", "H", "H", "H", "H", "C", "C", "C", "O", "C", "O", "O", "H", "H", "H", "H", "H", "H", "C", "C", "C", "O", "C", "O", "O", "H", "H", "H", "H", "H", "H", "C", "C", "C", "O", "C", "O", "O", "H", "H", "H", "H", "H", "H", "C", "C", "C", "O", "C", "O", "O", "H", "H", "H", "H", "H", "H", "C", "C", "C", "O", "C", "O", "O", "H", "H", "H", "H", "H", "H", "C", "C", "C", "O", "C", "O", "O", "H", "H", "H", "H", "H", "H"],
  "coordinates": [[3.430, 1.684, -4.110], [3.767, 2.824, -3.143], [3.221, 4.210, -3.517], [2.390, 4.582, -2.402], [2.313, 3.572, -1.538], [1.586, 3.509, -0.597], [3.051, 2.512, -1.948], [3.482, 0.753, -3.551], [4.090, 1.672, -4.978], [2.409, 1.805, -4.477], [4.843, 2.870, -2.960], [2.602, 4.158, -4.409], [4.056, 4.902, -3.591], [-4.510, -0.700, -5.585], [-3.272, -1.363, -5.019], [-2.732, -0.651, -3.759], [-2.529, -1.732, -2.860], [-3.097, -2.857, -3.310], [-3.041, -3.888, -2.725], [-3.732, -2.603, -4.476], [-5.307, -0.654, -4.840], [-4.966, -1.351, -6.336], [-4.355, 0.295, -5.997], [-2.463, -1.449, -5.747], [-3.432, 0.114, -3.417], [-1.796, -0.114, -3.910], [-2.195, 7.192, -2.864], [-1.921, 5.903, -3.615], [-0.488, 5.447, -3.566], [-0.572, 4.039, -3.500], [-1.766, 3.694, -3.001], [-2.150, 2.597, -2.766], [-2.575, 4.791, -2.973], [-1.519, 7.969, -3.225], [-2.014, 7.102, -1.793], [-3.244, 7.452, -2.994], [-2.329, 5.952, -4.628], [0.033, 5.829, -2.684], [0.090, 5.746, -4.441], [8.105, 0.813, 0.611], [6.965, 0.968, -0.382], [7.134, 0.242, -1.726], [5.913, -0.450, -1.900], [5.165, -0.383, -0.783], [4.058, -0.775, -0.648], [5.851, 0.264, 0.186], [7.838, 1.258, 1.569], [9.029, 1.290, 0.279], [8.303, -0.244, 0.788], [6.695, 2.017, -0.519], [7.966, -0.464, -1.731], [7.310, 0.947, -2.539], [0.117, -4.775, 3.995], [-0.335, -6.025, 4.739], [0.763, -7.053, 4.936], [1.194, -6.794, 6.288], [0.286, -6.077, 6.924], [0.314, -5.749, 8.071], [-0.714, -5.710, 6.070], [0.784, -4.162, 4.608], [-0.674, -4.146, 3.592], [0.728, -5.080, 3.140], [-1.128, -6.506, 4.162], [1.640, -6.934, 4.308], [0.338, -8.055, 4.883], [-3.655, -1.741, 6.194], [-2.272, -2.383, 6.172], [-1.203, -1.601, 5.376], [-0.146, -1.388, 6.296], [-0.439, -1.993, 7.467], [0.334, -2.126, 8.356], [-1.711, -2.421, 7.474], [-4.078, -1.690, 5.189], [-3.764, -0.821, 6.760], [-4.298, -2.496, 6.660], [-2.329, -3.402, 5.781], [-1.683, -0.672, 5.058], [-0.889, -2.114, 4.471], [-4.617, -1.721, -0.348], [-4.430, -2.842, 0.628], [-4.297, -2.358, 2.059], [-5.447, -2.869, 2.719], [-6.238, -3.531, 1.852], [-7.249, -4.065, 2.149], [-5.648, -3.603, 0.641], [-3.696, -1.131, -0.421], [-5.355, -0.974, -0.041], [-4.890, -2.051, -1.349], [-3.564, -3.434, 0.329], [-4.375, -1.268, 2.100], [-3.368, -2.648, 2.544], [0.554, 0.083, -1.802], [0.561, 0.166, -0.285], [-0.543, 1.018, 0.379], [-1.183, 0.142, 1.290], [-0.670, -1.099, 1.175], [-1.015, -1.998, 1.882], [0.300, -1.134, 0.258], [-0.282, -0.512, -2.171], [1.522, -0.308, -2.118], [0.508, 1.044, -2.321], [1.546, 0.521, 0.016], [-1.271, 1.360, -0.361], [-0.089, 1.928, 0.766], [-0.156, -4.468, -0.356], [0.599, -4.237, -1.656], [1.861, -3.365, -1.586], [2.848, -4.134, -2.275], [2.386, -5.388, -2.499], [3.060, -6.264, -2.941], [1.112, -5.487, -2.145], [0.539, -4.518, 0.484], [-0.668, -5.429, -0.390], [-0.883, -3.677, -0.196], [-0.042, -3.815, -2.433], [2.184, -3.139, -0.572], [1.683, -2.488, -2.201], [0.885, 8.301, 0.160], [0.891, 6.819, 0.482], [0.590, 6.463, 1.939], [-0.300, 5.368, 1.843], [-0.731, 5.188, 0.571], [-1.496, 4.364, 0.213], [-0.066, 6.050, -0.238], [-0.097, 8.668, 0.463], [1.068, 8.466, -0.902], [1.704, 8.827, 0.649], [1.846, 6.373, 0.183], [0.072, 7.284, 2.441], [1.481, 6.140, 2.470]],
  "lowdin_charge": [-0.004, -0.299, -0.055, 0.064, -0.554, 0.177, 0.070, 0.081, 0.090, 0.089, 0.144, 0.132, 0.133, -0.029, -0.298, -0.094, 0.034, -0.582, 0.170, 0.086, 0.093, 0.088, 0.089, 0.154, 0.129, 0.119, -0.010, -0.305, -0.116, 0.068, -0.558, 0.156, 0.083, 0.091, 0.078, 0.088, 0.156, 0.116, 0.140, -0.023, -0.306, -0.093, 0.069, -0.560, 0.174, 0.078, 0.088, 0.088, 0.094, 0.148, 0.136, 0.129, -0.012, -0.321, -0.069, 0.082, -0.575, 0.172, 0.073, 0.104, 0.062, 0.080, 0.153, 0.135, 0.134, -0.012, -0.310, -0.096, 0.073, -0.571, 0.169, 0.095, 0.075, 0.092, 0.089, 0.142, 0.131, 0.092, -0.022, -0.298, -0.103, 0.066, -0.574, 0.170, 0.096, 0.087, 0.100, 0.083, 0.149, 0.135, 0.113, -0.003, -0.270, -0.074, 0.083, -0.556, 0.126, 0.089, 0.075, 0.063, 0.080, 0.143, 0.126, 0.120, -0.003, -0.282, -0.088, 0.063, -0.585, 0.153, 0.097, 0.081, 0.093, 0.063, 0.143, 0.131, 0.109, -0.014, -0.329, -0.085, 0.072, -0.557, 0.185, 0.041, 0.093, 0.082, 0.091, 0.146, 0.135, 0.139],
  "charge": 0,
  "homo_lumo_gap_ev": 9.8088,
  "e_above_lowest_kj_mol": 70.89
}



Largest force on an atom / hartree/bohr: 0.0752; 0.0715; 0.0366